[1]
C3H5KO3 as an isolated structure at a distorted geometry. Source: OMol25; level of theory: wB97M-V/def2-TZVPD.

Its lowest unoccupied orbital energy (spin up / spin down) is -0.58 / -0.63 eV. The highest occupied orbital energy (spin up / spin down) comes out at -5.3 / -5.8 eV. Its total energy is -942.65717 hartree. As for the relative energy (zero: lowest compared OMol25 entry of this formula, charge and spin): 191.10 kcal/mol. For the gap between HOMO and LUMO (spin up / spin down), the calculation gives 4.71 / 5.22 eV. Its charge is 0.

Last column: Mulliken charge in e.
Element x y z (Å)
H: -2.04317 -0.30111 0.65199  0.30
C: -1.22941 -0.28280 1.40336  -0.38
C: -0.31230 0.93139 1.37024  -0.53
O: -0.31637 1.43556 -0.01613  -0.18
C: 0.25392 0.74594 -0.94000  -0.17
O: 0.04914 1.36598 -2.09520  -0.36
K: 1.07432 -1.74989 -0.30502  0.87
O: -0.20560 -1.25255 1.65682  -0.74
H: -1.79558 -0.20173 2.35520  0.25
H: 0.24728 -0.07435 2.43315  0.24
H: 0.64835 1.35649 1.68976  0.34
H: 0.16353 0.72738 -2.80799  0.36

Forces on the atoms, in the same order (eV/Å):
1.1 -0.4 -0.5
0.9 2.3 3.7
-1.7 2.3 -1.6
1.1 -0.3 -1.6
-0.5 -0.1 0.4
-0.5 0.5 -0.7
0.4 -0.6 0.0
-0.6 -1.4 0.8
-0.3 -0.2 -0.3
0.8 -2.5 -2.2
-1.2 0.3 1.8
0.4 0.2 0.1



[2]
C3H5LiNaO3 as an isolated structure at a distorted geometry. Source: OMol25; level of theory: wB97M-V/def2-TZVPD.

Its lowest unoccupied orbital energy (spin up / spin down) is -8.03 / -9.62 eV. The highest occupied orbital energy (spin up / spin down) comes out at -18.1 / -19.6 eV. Its total energy is -512.24111 hartree. As for the relative energy (zero: lowest compared OMol25 entry of this formula, charge and spin): 39.73 kcal/mol. As for the multiplicity: 2. For the gap between HOMO and LUMO (spin up / spin down), the calculation gives 10.02 / 10.02 eV. Its charge is +2.

Last column: Mulliken spin population.
Element x y z (Å)
H: 1.12118 -0.52150 0.01687  0.05
O: 0.01802 -1.03152 -0.43890  0.12
C: -0.36170 -1.27626 0.92861  -0.03
C: 0.88570 -0.65345 1.58206  0.75
C: -0.51950 3.57943 -1.80706  0.00
O: -0.78387 2.48494 -1.50289  0.00
O: -0.34044 4.66165 -2.15855  0.00
Na: 0.20071 -3.17374 -1.94416  0.00
Li: -1.07557 0.57803 -1.09346  0.00
H: -0.38940 -2.35310 1.13506  0.03
H: -1.25249 -0.69201 1.17980  0.02
H: 1.79962 -1.23363 1.47695  0.03
H: 0.69774 -0.36885 2.62567  0.03

Forces on the atoms, in the same order (eV/Å):
-3.0 -1.0 -1.9
2.7 1.5 -0.6
2.0 0.9 0.9
-2.1 -2.0 2.0
-0.2 2.3 -1.0
0.0 -1.3 0.5
0.1 -1.3 0.6
0.1 0.0 0.0
0.2 0.3 -0.1
-0.6 0.3 0.1
-0.1 -0.6 0.2
0.3 0.0 -0.3
0.6 0.9 -0.5



Which formula does entry 1 have?
C3H5KO3



Number 2 is which compound?
C3H5LiNaO3